Entry 1:
Entry from OMol25: one molecule with the formula CH5NO2S at a distorted geometry (wB97M-V/def2-TZVPD).

```
10
Properties=species:S:1:pos:R:3:forces:R:3:mulliken_charge:R:1
C 0.877688 0.310720 -1.133011 -0.7 -2.9 2.0 -0.760
N 0.012541 -0.338627 1.431344 -0.1 -1.0 -0.3 -0.562
O -1.755371 1.164818 0.047000 5.1 -5.3 -1.2 -0.635
O -1.193353 -1.431498 -0.482787 -0.1 -1.7 -0.9 -0.533
S -0.618693 -0.199279 -0.122052 -3.8 7.9 2.4 0.951
H 1.514458 -0.674838 -1.077032 -1.2 2.0 -0.8 0.318
H 0.419870 0.662722 -2.043831 0.5 -0.1 -0.4 0.337
H 1.357394 1.050379 -0.516770 0.1 0.5 -0.1 0.291
H -0.530655 -1.053042 1.933401 0.3 0.1 -0.5 0.295
H -0.083883 0.508643 1.963736 -0.1 0.6 -0.2 0.299
```
Forces are in eV/Å.

The charge is 0. For the relative energy (zero: lowest compared OMol25 entry of this formula, charge and spin), the calculation gives 316.0 kJ/mol. As for the LUMO energy: 0.540 eV. Its SMILES is CS(N)(=O)=O. For the frontier orbital gap, the calculation gives 10.3 eV. The value obtained for the calculated total energy is -17535.6681 eV.

Entry 2:
Entry from OMol25: a 9-piece molecular cluster, C27H78N12O9 overall at a distorted geometry (wB97M-V/def2-TZVPD).

```
126
Properties=species:S:1:pos:R:3:forces:R:3:mulliken_spin:R:1
C -1.933324 -2.438967 -5.018739 -0.8 0.7 0.5 -0.001
O -1.212921 -3.391363 -4.767496 1.4 -1.5 -0.4 0.002
N -2.129420 -1.443244 -4.168437 0.1 0.8 1.8 0.005
N -2.657599 -2.242515 -6.099022 -1.5 -0.4 -3.8 0.000
H -3.031326 -0.995779 -4.088142 0.6 0.4 -0.1 0.000
H -1.353669 -1.212423 -3.564255 -0.5 0.3 0.7 -0.001
H -3.107325 -1.364031 -6.313755 0.3 0.1 0.7 0.000
H -2.590305 -2.750925 -6.969132 0.3 -0.8 0.6 0.000
C -0.401619 -0.535391 -1.075083 1.0 -4.0 0.0 0.011
O -0.530276 -0.283353 -2.216084 -1.6 2.3 -5.4 0.004
N 0.221110 0.113509 -0.219551 3.3 7.5 3.9 0.009
N -0.524718 -1.758081 -0.639086 -1.7 -5.1 1.3 0.024
H 0.362529 1.069917 -0.511775 0.2 0.2 0.4 0.000
H 0.572974 -0.080762 0.707024 -0.5 -0.5 -0.2 -0.001
H -0.249805 -1.930069 0.317450 -0.4 -0.6 -0.3 -0.002
H -0.861603 -2.478727 -1.261400 -0.2 0.2 0.5 -0.009
C 4.004199 1.761935 -0.833600 0.4 0.0 0.4 0.000
O 4.382552 1.638952 0.279262 1.3 -0.8 4.4 0.000
N 4.444945 2.699886 -1.603271 1.5 3.7 -3.7 0.000
N 3.127789 0.960786 -1.357774 -3.6 -3.3 -1.9 0.000
H 4.170445 2.739935 -2.574430 0.1 0.0 0.2 0.000
H 5.242267 3.276365 -1.375147 -0.3 -0.3 0.4 0.000
H 2.799575 0.172597 -0.818209 0.1 0.3 0.2 -0.001
H 2.735265 1.004550 -2.287348 0.3 0.3 0.2 0.000
C 1.399524 -2.364788 3.081240 -0.2 -0.4 -0.4 0.000
C 2.718687 -1.706682 2.704897 1.2 -0.3 1.2 0.000
C 3.959453 -2.464567 3.221812 0.6 -0.4 0.1 0.000
O 3.844484 -3.856206 3.021530 -1.2 0.0 -0.3 0.000
C 4.967407 -4.678803 3.137447 0.5 0.0 0.1 0.000
N 2.889155 -1.416806 1.306561 -1.0 0.0 -1.0 0.000
H 0.557326 -1.698299 2.895239 0.0 0.2 0.3 0.000
H 1.387734 -2.767749 4.093946 0.1 0.6 0.2 0.000
H 1.164219 -3.262973 2.510262 0.4 -0.1 -0.5 0.000
H 2.807863 -0.740132 3.200807 -0.3 0.1 0.2 0.000
H 4.180266 -2.242442 4.265849 -0.2 0.0 0.3 0.000
H 4.830749 -2.139053 2.653492 0.2 0.4 -0.1 0.000
H 5.752505 -4.502278 2.402215 -0.1 0.3 -0.5 0.000
H 4.599775 -5.693656 2.985753 0.2 0.0 0.3 0.000
H 5.496873 -4.565103 4.083416 -0.3 -0.2 0.4 0.000
H 3.038256 -2.285685 0.813680 0.1 -0.1 -0.2 0.000
H 3.734345 -0.873699 1.202775 0.1 0.3 -0.2 0.000
C -2.207434 2.407900 -0.413437 2.1 -0.3 0.5 0.000
C -2.964917 1.281427 0.263482 1.3 1.2 1.1 0.000
C -2.747931 1.135263 1.805656 -0.4 0.0 -0.9 0.000
O -1.384744 0.994771 2.184857 -0.4 1.1 0.4 0.000
C -1.265977 0.655043 3.578342 0.0 -0.7 -0.7 0.000
N -4.303876 1.711912 0.069076 -3.0 -0.9 0.3 0.000
H -2.110359 2.060649 -1.442072 0.3 0.6 -0.1 0.000
H -1.256848 2.598787 0.084608 0.7 -0.3 -0.4 0.000
H -2.647729 3.402606 -0.344107 -0.6 -0.3 -0.2 0.000
H -2.638567 0.325608 -0.146416 -0.7 -0.1 -0.5 0.000
H -3.260537 0.248326 2.178069 -0.5 -0.1 -0.2 0.000
H -3.261051 2.005353 2.215238 0.4 0.2 0.6 0.000
H -2.127497 0.846656 4.217995 -0.3 0.5 -0.4 0.000
H -0.402630 1.152254 4.020507 0.1 -0.2 -0.2 0.000
H -1.187815 -0.431624 3.544313 0.4 -0.2 0.7 0.000
H -4.370469 2.672145 0.375038 0.0 0.0 0.6 0.000
H -4.620494 1.835074 -0.882078 0.4 -0.7 -0.4 0.000
C 1.397375 7.658097 2.671669 -1.6 0.5 -0.8 0.000
C 2.063914 7.075912 1.440333 1.8 0.6 1.8 0.000
C 1.732425 5.651463 1.258034 -2.0 -1.1 -1.5 0.000
O 1.951123 4.879345 2.361371 1.0 -1.7 1.6 0.000
C 1.554292 3.493561 2.265106 0.5 0.8 0.3 0.000
N 1.972887 7.836370 0.203582 -0.2 -0.2 0.1 0.000
H 1.773098 7.168797 3.570292 -0.1 0.3 -0.1 0.000
H 0.314618 7.551721 2.605212 -0.3 -0.4 0.2 0.000
H 1.486483 8.744445 2.670113 0.6 0.0 0.4 0.000
H 3.077696 7.098180 1.840133 0.9 -0.3 -0.5 0.000
H 2.220692 5.188866 0.400306 0.3 0.2 -0.5 0.000
H 0.657625 5.539426 1.115310 -0.6 0.5 -0.9 0.000
H 0.520677 3.355474 2.582400 0.0 0.1 0.5 0.000
H 2.302875 2.974729 2.863882 -0.5 -0.2 0.3 0.000
H 1.578403 3.007236 1.289909 0.4 0.6 -0.6 0.000
H 2.426338 8.726381 0.353147 -0.2 0.4 0.1 0.000
H 2.606698 7.382844 -0.438834 0.0 -0.2 -0.4 0.000
C -5.735780 -3.205922 3.754531 2.0 0.0 -0.4 0.000
C -4.188680 -3.074493 4.165262 -2.2 -1.2 -0.7 0.000
C -3.244471 -3.078020 2.968476 -1.2 -1.3 0.5 0.000
O -3.565126 -4.229506 2.199555 1.2 -0.6 -1.3 0.000
C -2.637233 -4.470798 1.110848 -0.9 0.7 0.3 -0.002
N -4.058758 -1.816843 4.820258 0.2 1.0 1.1 0.000
H -6.428796 -2.987359 4.566972 0.3 0.2 0.1 0.000
H -6.024809 -4.166397 3.327859 0.3 0.0 0.0 0.000
H -5.774726 -2.448502 2.971646 -0.7 0.1 0.0 0.000
H -3.922038 -3.795266 4.938242 0.1 -1.0 -0.7 0.000
H -2.251823 -3.201042 3.401616 0.5 0.4 -0.4 0.000
H -3.409753 -2.167239 2.392924 0.3 0.2 0.0 0.000
H -1.671391 -4.007855 1.313164 0.3 -0.4 0.3 0.001
H -2.967042 -4.005560 0.181940 -0.5 0.5 -0.1 0.001
H -2.580232 -5.520300 0.822047 0.1 -0.2 0.8 0.001
H -4.524050 -2.044503 5.687308 -0.6 0.9 0.5 0.000
H -3.109056 -1.816209 5.164031 0.7 0.6 0.0 0.000
C 1.676369 -4.333564 -3.492821 1.8 0.4 -0.9 0.023
C 0.929807 -4.898232 -2.342554 -1.1 1.9 0.3 0.002
C 1.449579 -4.722920 -0.918645 1.5 -2.3 0.2 0.048
O 2.672471 -5.527898 -0.839755 -0.8 2.1 0.4 0.005
C 3.469194 -5.125256 0.328911 -1.2 0.2 -1.6 -0.001
N -0.413230 -4.320261 -2.369038 1.3 -2.8 -0.2 0.814
H 2.542802 -4.985173 -3.605926 0.3 0.2 -0.1 0.001
H 2.044741 -3.309807 -3.426966 -0.1 0.1 0.5 0.002
H 1.147026 -4.384759 -4.444283 -0.4 -0.2 0.2 -0.001
H 0.886004 -5.936508 -2.671429 -0.8 -0.8 0.8 0.099
H 0.752730 -5.173309 -0.211796 -0.4 0.0 0.1 -0.007
H 1.515499 -3.670029 -0.644454 0.6 0.2 -0.2 -0.001
H 4.432822 -5.603973 0.154712 -0.3 -0.2 0.8 0.001
H 2.847404 -5.292199 1.208467 0.7 -0.7 0.3 0.000
H 3.609096 -4.044285 0.323852 0.3 0.1 -0.3 0.001
H -1.154967 -4.860406 -1.946936 -0.4 0.2 0.8 -0.025
H -0.607842 -4.018255 -3.312982 -1.2 1.7 -1.4 -0.002
C -2.322584 3.617613 -5.249227 -0.2 1.4 0.3 0.000
C -1.077432 2.949402 -4.743727 -0.5 -0.7 -0.5 0.000
C -0.485397 3.594007 -3.496240 -0.1 -0.6 -0.5 0.000
O -0.438934 4.973411 -3.615651 0.7 1.2 0.5 0.000
C -0.149539 5.626986 -2.347833 -1.0 -0.1 -1.2 0.000
N -1.462416 1.539517 -4.536915 0.0 -0.3 0.6 0.000
H -3.126029 3.642917 -4.513074 -0.1 -0.8 0.1 0.000
H -2.627316 3.137587 -6.179180 -0.3 0.2 0.1 0.000
H -2.181769 4.693470 -5.353233 0.4 0.0 -0.7 0.000
H -0.366984 2.890729 -5.568299 0.5 0.9 0.1 0.000
H 0.533582 3.215568 -3.415304 0.3 -0.3 0.6 0.000
H -1.094365 3.342985 -2.627764 0.1 -0.4 0.1 0.000
H 0.098950 6.660637 -2.588487 0.0 -0.1 0.1 0.000
H 0.643522 5.172845 -1.753752 0.2 -0.2 -0.2 0.000
H -1.089688 5.586954 -1.797743 0.1 0.2 0.5 0.000
H -0.900503 1.041577 -3.861339 0.2 0.1 0.2 0.000
H -1.345541 1.047563 -5.411226 -0.1 -0.1 -0.1 0.000
```
Forces are in eV/Å.

Its spin multiplicity is 2. The charge is +1. For the relative energy (zero: lowest compared OMol25 entry of this formula, charge and spin), the calculation gives 0.0 kJ/mol. As for the LUMO energy (spin up / spin down): -2.373 / -7.503 eV. For the frontier orbital gap (spin up / spin down), the calculation gives 8.4 / 3.3 eV. The value obtained for the calculated total energy is -65560.1273 eV.

Entry 3:
Entry from OMol25: one molecule with the formula C18H18ClNO4S at a distorted geometry (wB97M-V/def2-TZVPD).

```
43
Properties=species:S:1:pos:R:3:forces:R:3:mulliken_charge:R:1
O 2.976342 0.735325 -2.153662 0.3 -0.2 1.4 -0.725
O 0.232429 -1.726799 4.207069 -2.7 -1.0 -0.7 -0.609
Cl 3.656370 -0.801362 1.500963 0.9 1.6 0.4 -0.168
O -2.406679 0.570403 -1.124443 0.3 0.2 -0.9 -0.518
O 0.742337 0.150791 -3.334761 -1.2 0.9 1.4 -0.669
S 5.083296 1.968872 2.193287 -1.1 -1.2 -2.3 -0.119
C 2.727015 0.727741 -0.939838 -2.6 0.4 -1.4 0.591
C -0.954334 -1.908776 3.807719 5.2 2.4 0.6 0.697
C 5.048355 3.171784 0.914803 -2.5 -1.5 -0.5 -0.453
C 4.042755 0.926015 1.120831 0.4 -1.7 2.8 0.478
C 4.166942 2.782777 -0.093134 0.7 1.8 -0.7 -0.642
C 3.556844 1.496914 0.013994 1.5 0.1 0.7 -0.084
C -2.970999 -0.416699 0.960213 -0.3 0.6 1.7 -0.857
C -2.559549 -0.954646 2.241626 -2.4 1.2 -2.1 -0.561
C -0.331863 -1.061619 1.425159 -3.4 1.0 -0.1 -0.944
C -2.030632 -0.082686 -0.008376 -0.3 -0.5 0.1 0.728
C -1.260261 -1.232290 2.521358 0.4 -0.9 -1.8 0.040
C -0.722540 -0.486788 0.180761 2.7 -1.7 1.3 0.359
N 1.554464 0.224836 -0.351285 2.1 0.6 -1.1 0.119
C -1.926559 -2.587230 4.665756 -0.2 0.5 1.1 -1.454
C -2.166149 1.228831 -3.442563 -1.7 1.7 -1.0 -1.592
C -1.919737 -1.031097 -2.855542 1.8 -4.3 0.3 -1.620
C -1.632423 0.322937 -2.351807 -0.4 0.0 -1.7 1.430
C -0.136949 0.525333 -2.147187 2.4 -0.6 -0.3 -0.235
C 0.372562 -0.423868 -0.937185 -0.6 2.1 -0.9 0.244
H 1.714469 0.450354 -3.153965 -2.2 -0.6 0.3 0.466
H 5.352018 4.172567 1.126159 0.5 0.3 -0.1 0.430
H 3.933454 3.427400 -0.959881 0.3 -0.3 0.7 0.356
H -4.020339 -0.087005 0.796656 0.9 -0.5 0.2 0.366
H -3.349068 -1.119404 2.987797 0.4 0.0 -0.4 0.207
H 0.617303 -1.430766 1.536565 2.3 -0.7 0.3 0.751
H 1.497260 0.517914 0.594414 -0.4 -0.1 0.8 0.363
H -1.432936 -2.981626 5.568296 -0.2 0.1 -0.6 0.326
H -2.718560 -1.900997 4.974477 0.1 0.1 0.0 0.364
H -2.414173 -3.328839 4.104754 -0.7 -1.3 -0.6 0.418
H -1.998851 0.803730 -4.466370 0.6 0.5 1.1 0.319
H -3.332741 1.297527 -3.474950 2.0 0.0 0.7 0.355
H -1.720578 2.265510 -3.362138 -0.7 -1.0 -0.3 0.320
H -2.957835 -1.261288 -2.912283 -1.0 0.2 -0.1 0.463
H -1.516957 -1.824371 -2.116750 -0.6 1.0 -1.0 0.289
H -1.442874 -1.352193 -3.855209 -0.5 1.1 1.6 0.322
H -0.030149 1.635498 -1.997289 0.4 -1.1 0.6 0.333
H 0.679520 -1.402709 -1.404039 -0.6 0.9 0.6 0.116
```
Forces are in eV/Å.

The charge is 0. For the relative energy (zero: lowest compared OMol25 entry of this formula, charge and spin), the calculation gives 303.1 kJ/mol. As for the LUMO energy: 0.263 eV. Its SMILES is CC(=O)c1ccc2c(c1)[C@H](NC(=O)c1ccsc1Cl)[C@@H](O)C(C)(C)O2. For the frontier orbital gap, the calculation gives 9.3 eV. The value obtained for the calculated total energy is -51993.7512 eV.

Entry 4:
Entry from OMol25: a 2-piece molecular cluster, C14H16 overall at a distorted geometry (wB97M-V/def2-TZVPD).

```
30
Properties=species:S:1:pos:R:3:forces:R:3:mulliken_charge:R:1
C 3.506704 0.055055 -0.228860 0.3 -0.3 -0.8 -1.391
C 0.682020 0.025477 -2.776907 -0.6 0.4 0.7 -0.557
C 1.638795 -0.381255 -1.870939 1.1 0.1 0.1 -0.325
C 0.355657 1.384029 -2.818752 -0.1 -0.4 -0.2 -0.415
C 2.321234 0.521040 -1.037679 -0.2 -0.5 0.3 0.631
C 0.924094 2.256636 -1.920208 0.1 0.1 0.5 -0.482
C 1.897417 1.831753 -1.003742 -0.9 0.3 -0.9 -0.385
H 0.052386 -0.687660 -3.297092 0.4 0.0 -0.4 0.412
H 2.038253 -1.387166 -1.844227 -0.4 -0.3 -0.1 0.343
H -0.357208 1.746685 -3.542279 -0.2 0.0 0.0 0.368
H 0.547821 3.269495 -1.863244 0.2 0.1 -0.1 0.361
H 4.060968 -0.676023 -0.817778 0.1 0.0 -0.3 0.380
H 3.334611 -0.498582 0.691285 -0.4 0.5 0.3 0.282
H 2.259161 2.575836 -0.321862 0.5 0.0 0.4 0.404
H 4.172096 0.906498 -0.116465 0.1 -0.1 0.6 0.384
C -1.924731 -1.938502 -0.482019 -0.1 0.6 -0.5 -1.312
C -0.562105 -1.139534 1.439301 1.2 -0.1 -0.2 -0.087
C -1.813655 -1.329108 0.891358 0.1 0.5 -0.3 0.622
C -0.318644 -0.386835 2.573923 -1.4 -0.4 0.8 -0.729
C -1.431122 0.151398 3.220061 0.4 0.7 0.0 -0.266
C -2.891405 -0.680209 1.493955 0.2 -1.1 0.5 -0.359
C -2.690155 0.017233 2.681018 -0.5 0.3 -1.0 -0.567
H 0.281784 -1.531325 0.886029 0.1 -0.2 0.1 0.305
H 0.639084 -0.296659 3.051560 0.4 0.1 -0.3 0.406
H -2.489400 -2.859453 -0.574860 -0.2 -0.1 0.2 0.367
H -0.984901 -2.072380 -1.022842 0.3 -0.2 0.6 0.243
H -1.347314 0.814406 4.073229 0.3 -0.2 0.1 0.334
H -3.883685 -0.861510 1.096647 -0.1 0.4 -0.1 0.370
H -3.499858 0.622528 3.058324 -0.2 -0.2 0.4 0.339
H -2.393524 -1.150148 -1.068875 -0.5 -0.2 -0.3 0.325
```
Forces are in eV/Å.

The charge is 0. For the relative energy (zero: lowest compared OMol25 entry of this formula, charge and spin), the calculation gives 61.3 kJ/mol. As for the LUMO energy: 0.939 eV. Its SMILES is Cc1ccccc1.Cc1ccccc1. For the frontier orbital gap, the calculation gives 9.9 eV. The value obtained for the calculated total energy is -14777.1305 eV.

Entry 5:
Entry from OMol25: a 2-piece molecular cluster, CH5OS overall (wB97M-V/def2-TZVPD).

```
8
Properties=species:S:1:pos:R:3:forces:R:3:mulliken_spin:R:1
S 0.414026 1.592050 0.742010 0.7 -0.5 0.2 1.025
H -0.438067 2.553177 0.469236 -0.6 0.6 -0.2 -0.020
C -0.362135 -1.559347 -1.370220 -0.1 0.7 0.1 0.001
O -0.312422 -1.644991 0.045228 0.0 0.1 -0.1 -0.001
H 0.613985 -1.323996 -1.813373 0.1 -0.5 0.1 -0.002
H -0.764810 -2.511954 -1.688896 0.2 -0.1 -0.4 0.000
H -1.010740 -0.752975 -1.756903 -0.2 -0.3 0.4 0.000
H -0.141500 -0.771160 0.413029 -0.1 0.0 -0.1 -0.003
```
Forces are in eV/Å.

Its spin multiplicity is 2. The charge is 0. For the relative energy (zero: lowest compared OMol25 entry of this formula, charge and spin), the calculation gives 69.8 kJ/mol. As for the LUMO energy (spin up / spin down): 0.730 / -2.989 eV. For the frontier orbital gap (spin up / spin down), the calculation gives 10.8 / 7.1 eV. The value obtained for the calculated total energy is -13998.7611 eV.

Entry 6:
Entry from OMol25: a 3-piece molecular cluster, C4H12N3S overall at a distorted geometry (wB97M-V/def2-TZVPD).

```
20
Properties=species:S:1:pos:R:3:forces:R:3:mulliken_charge:R:1
C -1.718383 -0.293708 -0.121294 0.1 0.3 2.9 0.497
C 2.229577 1.918196 2.759974 2.4 -0.6 -1.6 -0.704
C 2.092333 1.271046 -0.235134 -0.7 -0.5 -2.6 -0.791
C 1.446291 0.934977 2.373049 -0.8 -0.9 -0.7 0.008
N -2.348909 -0.490794 -1.171063 1.1 -1.4 0.3 -0.625
N -1.287848 -0.257356 1.001586 -1.9 -0.3 -2.0 -0.291
N -2.160417 -2.615353 -2.449495 -1.9 -1.3 -1.7 -0.624
S 1.577593 -0.022653 0.829181 0.6 -0.5 1.9 -0.171
H 3.286449 2.050098 2.331896 -1.9 0.1 0.5 0.186
H 1.904151 2.590022 3.492501 -0.2 0.7 1.3 0.281
H -0.388145 0.022452 1.369530 0.3 0.1 -0.4 0.255
H 2.050951 0.788387 -1.287919 0.4 0.8 1.6 0.299
H 3.133507 1.404129 0.049759 -0.2 1.1 -0.5 0.351
H 1.327292 2.099609 -0.281327 1.4 -0.5 0.4 0.281
H 0.525443 0.694570 2.912270 0.2 0.3 0.0 0.346
H -2.983586 0.142215 -1.528936 -1.3 2.0 -0.5 0.191
H -2.498175 -1.738930 -1.794047 0.7 -0.3 0.0 0.450
H -1.186751 -2.817885 -2.226207 -0.3 -0.7 0.2 0.338
H -2.845875 -3.415912 -2.622819 1.6 0.7 1.3 0.365
H -2.155497 -2.263111 -3.401505 0.4 0.6 -0.2 0.357
```
Forces are in eV/Å.

The charge is +1. For the relative energy (zero: lowest compared OMol25 entry of this formula, charge and spin), the calculation gives 269.8 kJ/mol. As for the LUMO energy: -3.381 eV. For the frontier orbital gap, the calculation gives 8.2 eV. The value obtained for the calculated total energy is -19639.2280 eV.